1.
The following is a DFT calculation (ωB97M-V/def2-TZVPD) of a 2-piece molecular cluster, C2H7NO3 overall at a distorted geometry.

Last column: Löwdin charge in e.
Geometry (Å):
H: 1.1683 -0.1681 -0.7576  0.117
H: 0.5891 0.3388 2.3781  0.006
C: 0.2073 -0.6653 -0.7305  -0.170
N: -0.0525 -1.0135 0.6690  0.001
C: -0.8379 0.3141 -1.2503  -0.475
H: -1.2904 1.8039 -2.1889  0.114
H: -1.0288 -1.2640 0.7981  0.079
H: 1.5184 1.4174 1.8145  0.023
H: 0.4006 -1.8884 0.9119  0.085
O: -0.5153 1.2278 -2.2427  0.084
O: -1.8044 0.5255 -0.5752  0.102
O: 1.3678 0.8808 2.6044  -0.090
H: 0.2778 -1.5089 -1.4308  0.123

Values from the calculation:
LUMO = 0.575 eV
Total energy = -360.883486 a.u.

2.
The following is a DFT calculation (ωB97M-V/def2-TZVPD) of a 2-piece molecular cluster, CH5N4P overall at a distorted geometry.

Last column: Löwdin charge in e.
Geometry (Å):
H: 1.4482 1.9811 -0.1582  0.131
N: 0.6493 0.2625 1.1046  -0.019
H: -2.2212 0.4018 -1.4126  -0.184
H: 2.1404 -1.9443 -0.3568  0.106
H: -1.8168 0.6009 0.6306  -0.214
N: 2.0240 0.0014 -0.5966  0.040
N: 0.9236 -0.9914 0.9989  0.010
N: 1.7500 -1.1398 -0.0653  -0.026
P: -2.4857 -0.3012 -0.1985  0.586
C: 1.3705 0.8732 0.1422  -0.238
H: -3.7822 0.2559 -0.0884  -0.192

Values from the calculation:
LUMO = 1.066 eV
Total energy = -601.392860 a.u.

3.
The following is a DFT calculation (ωB97M-V/def2-TZVPD) of a 2-piece molecular cluster, C4H11O overall at a distorted geometry.

Last column: Löwdin charge in e.
Geometry (Å):
H: 2.1240 2.3008 2.2697  0.021
H: -0.9929 0.1854 0.0890  0.089
H: 0.9873 0.1688 -1.4303  0.072
C: -0.9860 -0.4205 -0.8230  -0.311
H: -1.6457 -2.4064 -0.1431  0.053
H: -0.0602 -2.3952 -1.0821  0.051
H: -0.2022 -1.7997 0.5842  0.060
C: 0.0044 0.0217 -1.8753  -0.139
H: 1.5038 0.8322 1.6657  0.011
H: 0.9906 1.4154 3.3359  0.018
H: -2.0335 -0.2526 -1.0971  0.086
C: -0.7130 -1.8936 -0.3752  -0.117
O: 0.0821 2.3502 1.7315  -0.432
C: 1.1109 1.7174 2.2600  -0.580
H: 0.1660 -0.7164 -2.6706  0.055
H: -0.3356 0.8925 -2.4393  0.062

Values from the calculation:
LUMO = 3.941 eV
Total energy = -234.187829 a.u.
Charge = -1

How do the records compare in highest occupied orbital energy? In the order shown, they have -10.34, -9.67, -1.83 eV.